Entry from OMol25: a cluster of 2 separate species, C3H10O3 in total in a non-equilibrium geometry (ωB97M-V/def2-TZVPD).

Positions of all 16 atoms, in Å:
C 1.9592 -0.7379 0.6601
O 0.8187 -0.8295 -0.1807
C 0.9604 -0.0649 -1.3449
O 1.0157 1.3154 -1.1174
C -0.2087 1.8216 -0.6068
H 1.7952 -1.4139 1.5161
H 2.1120 0.2849 1.0438
H 2.8735 -1.0554 0.1312
H 1.8897 -0.3229 -1.8883
H 0.1051 -0.3345 -1.9939
H -1.0478 1.6036 -1.2886
H -0.4470 1.4086 0.3878
H -0.1034 2.9159 -0.5172
O -4.1059 -1.1861 1.7881
H -4.4317 -2.1006 1.9486
H -3.1851 -1.3044 1.4621

Its structure (SMILES) is COCOC.O. As for the highest occupied orbital energy: -10.5 eV. The calculation puts the energy relative to the best compared isomer or geometry (same formula, charge and spin) at 22.88 kcal per mole. The value obtained for the LUMO energy is 0.707 eV. As for the HOMO-LUMO gap: 11.16 eV.

Here are the Mulliken charges for atoms 1 to 8, given in e: -0.655, -0.326, -0.225, -0.344, -0.638, 0.238, 0.278, 0.285

---

Entry from OMol25: a cluster of 2 separate species, C3H10O3 in total in a non-equilibrium geometry (ωB97M-V/def2-TZVPD).

Positions of all 16 atoms, in Å:
O 2.7070 -1.2613 -0.1623
C 1.3754 -0.7016 -0.0658
C 0.3736 -1.8352 -0.0185
C -0.9101 -1.3665 0.6634
O -1.9812 -2.1522 0.1720
H 3.2880 -0.6125 0.2600
H 1.3167 0.1269 -0.7455
H 1.2548 -0.3235 0.9928
H 0.8791 -2.4673 0.7048
H 0.0904 -2.2812 -0.9566
H -1.1070 -0.2662 0.4942
H -0.8078 -1.5355 1.7602
H -2.6959 -2.0371 0.7992
O -1.4732 5.6049 -1.6071
H -1.4617 6.2111 -0.8492
H -0.8482 4.8972 -1.4415

Its structure (SMILES) is OCCCO.O. As for the highest occupied orbital energy: -10.4 eV. The calculation puts the energy relative to the best compared isomer or geometry (same formula, charge and spin) at 23.95 kcal per mole. The value obtained for the LUMO energy is 0.578 eV. As for the HOMO-LUMO gap: 10.98 eV.

Here are the Mulliken charges for atoms 1 to 8, given in e: -0.531, -0.460, -0.310, -0.433, -0.503, 0.298, 0.338, 0.257

---

Entry from OMol25: a cluster of 2 separate species, C3H10O3 in total in a non-equilibrium geometry (ωB97M-V/def2-TZVPD).

Positions of all 16 atoms, in Å:
O -1.1430 0.7939 -1.4301
C 0.0310 0.1405 -1.0383
C 0.2513 -1.1862 -0.3248
C 1.6712 -1.2560 0.0619
O 2.3314 -0.9277 -1.0980
H -1.2041 0.7627 -2.3903
H 0.7176 0.9145 -0.6574
H 0.4726 0.0046 -2.0773
H -0.1069 -2.0693 -0.9557
H -0.3856 -1.1212 0.5832
H 2.0648 -2.2987 0.4339
H 1.8656 -0.5362 0.8629
H 3.1871 -0.4160 -0.9128
O -3.1388 2.7397 3.1505
H -3.1088 2.4730 2.1601
H -3.5054 1.9823 3.6323

Its structure (SMILES) is OCCCO.O. As for the highest occupied orbital energy: -10.0 eV. The calculation puts the energy relative to the best compared isomer or geometry (same formula, charge and spin) at 41.54 kcal per mole. The value obtained for the LUMO energy is 0.657 eV. As for the HOMO-LUMO gap: 10.65 eV.

Here are the Mulliken charges for atoms 1 to 8, given in e: -0.542, -0.422, -0.346, -0.395, -0.514, 0.351, 0.301, 0.194

---

Entry from OMol25: a cluster of 2 separate species, C3H10O3 in total in a non-equilibrium geometry (ωB97M-V/def2-TZVPD).

Positions of all 16 atoms, in Å:
O -0.7159 -1.0507 -2.3004
C -0.1156 -0.3222 -1.2398
C -0.5007 -0.9393 0.0842
C 0.2679 -0.4139 1.2834
O 0.3869 -1.3977 2.3126
H -1.2988 -0.4729 -2.8051
H 0.9599 -0.3842 -1.3605
H -0.3904 0.7324 -1.2908
H -1.5663 -0.7685 0.2660
H -0.3844 -2.0266 0.0070
H 1.3051 -0.1834 1.0177
H -0.1508 0.5405 1.5868
H -0.4074 -1.9398 2.2870
O 0.6179 2.6212 0.1785
H 1.3055 2.4648 -0.4750
H 0.6872 3.5403 0.4483

Its structure (SMILES) is OCCCO.O. As for the highest occupied orbital energy: -10.0 eV. The calculation puts the energy relative to the best compared isomer or geometry (same formula, charge and spin) at 14.06 kcal per mole. The value obtained for the LUMO energy is 0.573 eV. As for the HOMO-LUMO gap: 10.58 eV.

Here are the Mulliken charges for atoms 1 to 8, given in e: -0.542, -0.442, -0.466, -0.254, -0.543, 0.329, 0.254, 0.251

---

Entry from OMol25: a cluster of 3 separate species, C3H10O3S in total (ωB97M-V/def2-TZVPD).

Positions of all 17 atoms, in Å:
O -0.1745 0.8012 2.0482
C 0.1673 1.5948 1.0965
C 0.4270 1.1015 -0.3098
C -0.5504 1.6171 -1.3623
S -0.7891 0.5575 -2.8294
H 0.4012 2.6628 1.2479
H 0.3595 0.0197 -0.2663
H 1.4549 1.2963 -0.5873
H -1.4854 1.8455 -0.8333
H -0.2347 2.5574 -1.8203
H -1.6359 -0.3549 -2.3285
H -1.6428 -2.7746 0.3830
H -0.6951 -1.5815 0.3541
O -0.7992 -2.4840 0.0208
H 2.2902 -2.5527 2.2151
H 1.4673 -2.1395 1.0031
O 1.4397 -2.1663 1.9685

Its total charge is -1. As for the highest occupied orbital energy (alpha / beta): 0.2 / -3.5 eV. The calculation puts the energy relative to the best compared isomer or geometry (same formula, charge and spin) at 25.05 kcal per mole. Its spin multiplicity is 2. The value obtained for the LUMO energy (alpha / beta) is 3.387 / 3.261 eV. As for the HOMO-LUMO gap (alpha / beta): 3.18 / 6.73 eV.

Here are the Mulliken charges for atoms 1 to 8, given in e: -0.733, -0.516, -0.042, -0.869, -0.340, 0.373, -0.076, 0.296

---

Entry from OMol25: a cluster of 3 separate species, C3H10O3S in total in a non-equilibrium geometry (ωB97M-V/def2-TZVPD).

Positions of all 17 atoms, in Å:
C 0.0070 -0.0065 -0.0556
O 0.4325 0.1235 -1.4054
C 0.9407 0.7954 0.8203
C 0.4845 0.9349 2.2539
S 1.5126 1.9015 3.4548
H -1.0377 0.3319 0.0060
H -0.0971 -1.0731 0.1794
H 1.1960 1.7272 0.3009
H 1.9506 0.3573 0.7755
H 0.3317 -0.0441 2.7190
H -0.4947 1.4266 2.2250
H -2.1654 -2.4899 -3.8275
H -1.7135 -3.7624 -4.3110
O -2.3623 -3.1178 -4.6143
H -0.1176 -0.5010 -1.9323
H -2.4543 -1.1254 -2.5361
O -1.6340 -1.6234 -2.4758

Its total charge is -2. As for the highest occupied orbital energy: -0.1 eV. The calculation puts the energy relative to the best compared isomer or geometry (same formula, charge and spin) at 5.19 kcal per mole. The value obtained for the LUMO energy is 5.849 eV. As for the HOMO-LUMO gap: 5.93 eV.

Here are the Mulliken charges for atoms 1 to 8, given in e: -0.320, -0.525, -0.344, -0.750, -0.791, 0.201, 0.262, 0.254

---

Entry from OMol25: a cluster of 3 separate species, C3H10O3S in total in a non-equilibrium geometry (ωB97M-V/def2-TZVPD).

Positions of all 17 atoms, in Å:
O -2.3867 1.1509 -1.0817
C -1.3000 0.9395 -1.5583
C 0.0658 1.0040 -0.8201
C -0.0994 -0.1101 0.3530
S 1.3769 -0.3174 1.5756
H -1.1649 0.6079 -2.6282
H 1.0612 0.7583 -1.3582
H 0.1274 2.0186 -0.4089
H -0.0257 -1.1298 -0.1681
H -1.0447 0.0986 0.9086
H 1.6010 0.8934 1.9739
O -2.7033 -1.4458 0.7200
H -3.3090 -1.4733 1.4807
H -2.9432 -0.6484 0.2247
O 3.2847 -0.3885 -1.0887
H 3.2648 -1.2736 -1.3090
H 2.8460 -0.3060 -0.1693

Its structure (SMILES) is O=CCCS.O.O. As for the highest occupied orbital energy: -9.6 eV. The calculation puts the energy relative to the best compared isomer or geometry (same formula, charge and spin) at 25.29 kcal per mole. The value obtained for the LUMO energy is 0.484 eV. As for the HOMO-LUMO gap: 10.09 eV.

Here are the Mulliken charges for atoms 1 to 8, given in e: -0.499, 0.011, -0.280, -0.663, -0.316, 0.310, 0.355, 0.289

---

Entry from OMol25: a cluster of 3 separate species, C3H10O3S in total in a non-equilibrium geometry (ωB97M-V/def2-TZVPD).

Positions of all 17 atoms, in Å:
O 0.1986 -1.8187 -3.2980
C -0.3658 -2.0938 -2.2725
C -0.5903 -1.1059 -1.1578
C -1.2391 -1.7567 0.0825
S -0.9996 -0.6512 1.5581
H -0.8342 -3.0895 -2.2114
H 0.3764 -0.7470 -0.8219
H -1.2216 -0.3203 -1.5724
H -0.7196 -2.6657 0.3607
H -2.3204 -1.7616 -0.0554
H -1.3325 0.4469 0.8790
O -2.4548 2.4533 2.0571
H -2.5788 3.3210 1.6380
H -1.5480 2.5633 2.3849
O 5.3799 2.2577 0.4765
H 4.4498 2.4480 0.6413
H 5.7999 2.5199 1.3113

Its structure (SMILES) is O=CCCS.O.O. As for the highest occupied orbital energy: -9.2 eV. The calculation puts the energy relative to the best compared isomer or geometry (same formula, charge and spin) at 18.57 kcal per mole. The value obtained for the LUMO energy is 0.340 eV. As for the HOMO-LUMO gap: 9.51 eV.

Here are the Mulliken charges for atoms 1 to 8, given in e: -0.462, -0.115, -0.340, -0.693, -0.193, 0.352, 0.296, 0.298

---

- Look up the energy relative to the best compared isomer or geometry (same formula, charge and spin) of the second one.
  23.95 kcal per mole

---

- Which of these has the lowest energy relative to the best compared isomer or geometry (same formula, charge and spin)?
  number 6

---

- The lowest energy relative to the best compared isomer or geometry (same formula, charge and spin) belongs to which entry?
  number 6